Arrangement a

DFT (ωB97M-V/def2-TZVPD) results for a single C8H8N2OS molecule.

The geometry in ORCA input format:
```
! wB97M-V def2-TZVPD RIJCOSX def2/J DEFGRID3
* xyz 0 1
H 2.683 -1.531 0.430
C -0.283 -0.324 -2.677
C 1.359 0.952 2.407
C 0.171 1.170 1.646
H 3.189 0.043 2.447
C 2.247 0.033 1.952
C 2.022 -0.739 0.832
H 0.615 -1.239 -0.741
H -0.420 1.964 1.915
C -0.069 0.428 0.522
O -0.496 -1.435 -3.094
H -1.898 1.374 -0.291
H 0.302 0.381 -3.333
N -1.824 -0.554 -1.070
H 1.399 1.423 3.287
H -4.008 -1.779 -1.282
C -1.195 0.613 -0.414
C 0.883 -0.538 0.101
N -1.138 0.358 -1.811
S -3.539 -0.602 -0.827
*
```

## Properties
SMILES string: O=CN1[C@H](c2ccccc2)N1S
HOMO-LUMO gap: 9.492 eV

Here is what Mulliken gives for the atomic charges, in e: number 1, H, carries 0.342; number 2, C, carries -0.059; number 3, C, carries -0.676; number 4, C, carries -0.504; number 5, H, carries 0.368; number 6, C, carries -0.406; number 7, C, carries -0.607; number 8, H, carries 0.412; number 9, H, carries 0.464; number 10, C, carries 0.531; number 11, O, carries -0.451; number 12, H, carries 0.651; number 13, H, carries 0.314; number 14, N, carries -0.204; number 15, H, carries 0.512; number 16, H, carries 0.153; number 17, C, carries -0.268; number 18, C, carries -0.211; number 19, N, carries -0.134; number 20, S, carries -0.226

---

Arrangement b

DFT (ωB97M-V/def2-TZVPD) results for a single C8H8N2OS molecule.

The geometry in ORCA input format:
```
! wB97M-V def2-TZVPD RIJCOSX def2/J DEFGRID3
* xyz 0 1
H -1.430 1.725 -1.707
C 0.038 0.529 -0.732
H 1.425 -2.812 0.970
C -2.226 -0.180 -1.132
C 0.348 -0.722 -0.110
S -0.461 2.579 1.206
H 1.489 1.275 1.985
H 1.369 3.403 -0.304
C -0.713 -1.667 0.000
O 1.011 1.487 -0.872
H -3.208 0.012 -1.533
N 1.603 -0.883 0.295
H -2.748 -2.126 -0.404
N 1.990 -1.967 0.950
C 1.045 2.456 0.120
H -0.531 -2.615 0.486
C 1.198 2.206 1.527
C -1.234 0.773 -1.236
H 2.990 -2.078 0.987
C -1.957 -1.395 -0.497
*
```

## Properties
HOMO-LUMO gap (alpha / beta): 7.042 / 7.098 eV

Here is what Mulliken gives for the atomic charges, in e: number 1, H, carries 0.433; number 2, C, carries 0.460; number 3, H, carries 0.182; number 4, C, carries -0.482; number 5, C, carries 0.800; number 6, S, carries -0.093; number 7, H, carries 0.283; number 8, H, carries 0.537; number 9, C, carries -0.532; number 10, O, carries -0.488; number 11, H, carries 0.393; number 12, N, carries -0.257; number 13, H, carries 0.361; number 14, N, carries -0.511; number 15, C, carries -0.053; number 16, H, carries 0.194; number 17, C, carries -0.498; number 18, C, carries -0.180; number 19, H, carries 0.245; number 20, C, carries -0.795

---

The winner here is arrangement a, beating the second structure by 10.9 kcal/mol.

---

Arrangement a

DFT (ωB97M-V/def2-TZVPD) results for a single ClNO4S molecule.

The geometry in ORCA input format:
```
! wB97M-V def2-TZVPD RIJCOSX def2/J DEFGRID3
* xyz 0 1
N 1.013 0.603 0.051
O -0.293 -1.206 -1.318
Cl -2.311 0.993 0.027
O -0.637 -1.401 1.177
O 1.202 0.922 1.142
S -0.504 -0.673 -0.031
O 1.531 0.761 -1.047
*
```

## Properties
SMILES string: O=[N+]([O-])S(=O)(=O)Cl
HOMO-LUMO gap: 8.435 eV

Here is what Mulliken gives for the atomic charges, in e: number 1, N, carries 0.923; number 2, O, carries -0.364; number 3, Cl, carries -0.201; number 4, O, carries -0.354; number 5, O, carries -0.423; number 6, S, carries 0.844; number 7, O, carries -0.425

---

Arrangement b

DFT (ωB97M-V/def2-TZVPD) results for 2 unconnected molecules or ions with the total composition ClNO4S.

The geometry in ORCA input format:
```
! wB97M-V def2-TZVPD RIJCOSX def2/J DEFGRID3
* xyz 0 1
O 2.057 -1.782 -0.591
O -2.565 1.855 -0.977
S -2.284 1.047 0.173
N 1.994 -0.668 -0.256
Cl 2.693 0.529 -1.522
O -3.401 0.731 1.011
O 1.575 -0.134 0.695
*
```

## Properties
HOMO-LUMO gap: 10.800 eV

Here is what Mulliken gives for the atomic charges, in e: number 1, O, carries -0.420; number 2, O, carries -0.365; number 3, S, carries 0.734; number 4, N, carries 0.931; number 5, Cl, carries -0.087; number 6, O, carries -0.372; number 7, O, carries -0.421

---

The winner here is arrangement b, beating the second structure by 24.4 kcal/mol.